Record 1
# C8H16N2Si

A single C8H16N2Si molecule (the ωB97M-V functional and the def2-TZVPD basis, OMol25).

Last column: Mulliken charge in e.
Element x y z (Å)
1 Si -1.1732 0.3411 -0.0718  0.45
2 N 1.7588 0.0401 0.5677  0.03
3 N 3.7333 0.0649 -0.1984  -0.67
4 C 0.1773 -0.3879 1.2778  -0.67
5 C 2.8330 -0.7466 0.1552  0.75
6 C 2.8683 -2.2233 0.0435  -1.08
7 C -2.9137 -0.0201 0.7110  -1.13
8 C -1.1612 2.2570 -0.3094  -1.22
9 C -0.6030 -0.5874 -1.6225  -0.97
10 C 3.3523 1.3232 -0.0992  -0.67
11 C 2.0948 1.3476 0.4171  -0.16
12 H 0.1419 0.2550 2.1970  0.30
13 H 2.1317 -2.6263 -0.7247  0.18
14 H -0.1361 -1.5968 -1.5178  0.23
15 H -3.6366 0.4369 0.0943  0.35
16 H -1.8426 2.3625 -1.1967  0.32
17 H -1.3593 -0.5193 -2.4054  0.41
18 H -1.7479 2.7892 0.4378  0.33
19 H -2.8024 -1.1097 0.7004  0.23
20 H 4.0843 2.1805 -0.1795  0.32
21 H 0.0851 0.1039 -2.0291  0.32
22 H 0.2317 -1.4281 1.4384  0.40
23 H 3.9796 -2.3697 -0.1508  0.32
24 H 2.5978 -2.6480 0.9242  0.34
25 H -0.2788 2.7327 -0.4940  0.52
26 H -3.0769 0.3976 1.6385  0.40
27 H 1.3729 2.1772 0.7368  0.39

Atoms 1-3, force components in eV/Å:
0.799 -0.146 1.890
-4.072 -1.928 1.791
4.305 -0.821 -1.904

## Properties
Orbital gap, hartree: 0.3232
SMILES string: Cc1nccn1C[Si](C)(C)C

***

Record 2
# H7O3

3 unconnected molecules or ions with the total composition H7O3 (the ωB97M-V functional and the def2-TZVPD basis, OMol25).

Last column: Mulliken charge in e.
Element x y z (Å)
1 O 0.5364 -0.3826 -0.0730  -0.39
2 O -0.5573 0.3668 -2.2204  -0.62
3 O -0.0372 0.0573 2.2920  -0.61
4 H 0.1442 -0.1053 0.8489  0.47
5 H 0.2502 -0.0886 -1.0057  0.47
6 H -0.3564 0.7436 2.8905  0.34
7 H 1.3217 -0.9402 -0.0679  0.38
8 H -0.4632 -0.0975 -3.0638  0.33
9 H -1.1338 1.1081 -2.4534  0.32
10 H 0.2954 -0.6615 2.8529  0.32

Atoms 1-3, force components in eV/Å:
0.309 -0.274 -0.406
-0.065 -0.090 -0.719
0.112 -0.382 0.311

## Properties
Charge: +1
Orbital gap, hartree: 0.5004

***

Record 3
# C3H8Br2N2

3 unconnected molecules or ions with the total composition C3H8Br2N2 (the ωB97M-V functional and the def2-TZVPD basis, OMol25).

Last column: Mulliken charge in e.
Element x y z (Å)
1 Br -2.5483 -1.8786 -1.8475  -0.23
2 Br 3.2847 -0.3283 1.4623  -0.17
3 N -0.4396 0.4894 -1.9646  -0.40
4 N 0.5212 0.0666 1.0317  -0.09
5 C 0.4615 -0.3399 -1.8337  -0.42
6 C -0.8016 0.4360 1.3905  -0.84
7 C 1.4541 0.1619 1.8306  -0.12
8 H -0.0253 1.3968 -2.2304  0.24
9 H -1.4339 -1.0197 -1.7091  0.17
10 H -1.1611 1.1506 0.6128  0.27
11 H 0.2805 -1.2661 -1.2852  0.32
12 H 1.3166 0.4620 2.8584  0.35
13 H -0.9168 1.0269 2.3469  0.35
14 H 1.4344 0.0828 -2.0830  0.29
15 H -1.4262 -0.4405 1.4205  0.28

Atoms 1-3, force components in eV/Å:
-0.592 -0.677 0.066
-0.625 0.137 -0.103
-2.106 2.239 -0.115

## Properties
Orbital gap, hartree: 0.3952
SMILES string: C/N=C/Br.C=N.Br

***

Record 4
# C4H12O

2 unconnected molecules or ions with the total composition C4H12O (the ωB97M-V functional and the def2-TZVPD basis, OMol25).

Last column: Mulliken charge in e.
Element x y z (Å)
1 O -3.1201 0.1609 -0.0859  -0.65
2 C 0.9102 1.9289 0.0133  -1.44
3 C 0.8826 -0.5783 0.4074  -0.54
4 C 0.5505 0.5970 -0.4939  0.14
5 C 0.1667 -1.8576 0.0630  -0.84
6 H 0.3901 -2.0425 -1.0610  0.20
7 H 0.6529 -2.7290 0.6273  0.31
8 H -0.9831 -1.7622 0.2444  0.13
9 H 0.7200 -0.1569 1.4131  0.28
10 H 1.8959 2.1306 0.2652  0.40
11 H 0.6246 2.9026 -0.6176  0.27
12 H 0.4660 2.1439 0.9702  0.35
13 H -0.5653 0.3570 -0.6555  0.07
14 H -2.8869 -0.4299 -0.7935  0.33
15 H 0.8806 0.3227 -1.5147  0.28
16 H 1.9264 -0.8611 0.5267  0.36
17 H -2.5112 -0.1259 0.6916  0.34

Atoms 1-3, force components in eV/Å:
1.383 -0.327 2.585
-2.011 3.550 -0.911
0.901 0.728 1.581

## Properties
Orbital gap, hartree: 0.4307
SMILES string: CCCC.O

***

Number 1: HOMO level -0.298 Ha, strongest force on any atom 5.14 eV/Å. Number 2: HOMO level -0.631 Ha, strongest force on any atom 0.89 eV/Å. Number 3: HOMO level -0.368 Ha, strongest force on any atom 3.08 eV/Å. Number 4: HOMO level -0.398 Ha, strongest force on any atom 4.18 eV/Å.